[1]
Density functional theory data (the ωB97M-V functional and the def2-TZVPD basis) for C18H35As3ClN2O4STc as an isolated structure.

The value obtained for the LUMO energy (alpha / beta) is -10.3 / -11.0 eV. For the largest force on an atom, the calculation gives 0.006 hartree/bohr. Its frontier orbital gap (alpha / beta) is 6.0 / 5.3 eV. Its charge is +3. The expectation value of S² is 1.1015. Its spin multiplicity is 2.

Positions of all 65 atoms, in Å:
Tc -0.1242 1.1633 -0.0510
C -0.2215 0.8813 3.5326
As 0.7975 0.2055 2.0337
C 2.5939 0.8069 2.3957
C 0.9806 -1.7190 2.2838
C -0.1678 -2.6886 1.9448
C 0.3287 -4.0935 2.3208
C -0.4518 -2.6950 0.4352
As -1.0517 -1.0887 -0.5058
C -2.9712 -1.0236 -0.2446
C -0.8757 -1.6638 -2.3391
C -1.4132 -2.3409 2.7854
As -2.8086 -3.7127 2.9025
C -4.5223 -2.8890 3.1697
C -2.4922 -5.0235 4.2713
H 0.1141 0.3983 4.4498
H -1.2884 0.7267 3.3880
H -0.0361 1.9524 3.6076
H 2.9073 0.4476 3.3753
H 2.6074 1.8956 2.3918
H 3.2704 0.4295 1.6313
H 1.2740 -1.8418 3.3301
H 1.8529 -1.9955 1.6853
H 1.2755 -4.3142 1.8283
H -0.3789 -4.8642 2.0012
H 0.4885 -4.1824 3.3974
H -1.2060 -3.4514 0.1933
H 0.4590 -3.0023 -0.0854
H -3.3806 -2.0341 -0.2487
H -3.4083 -0.4675 -1.0735
H -3.2224 -0.5038 0.6784
H -1.4289 -2.5904 -2.4883
H 0.1757 -1.8237 -2.5705
H -1.2824 -0.8913 -2.9896
H -1.9253 -1.4416 2.4354
H -1.1293 -2.1787 3.8312
H -4.7267 -2.1756 2.3750
H -4.5061 -2.3836 4.1386
H -5.2832 -3.6676 3.1782
H -1.6077 -5.6112 4.0428
H -3.3696 -5.6660 4.3265
H -2.3627 -4.4908 5.2168
O -2.3411 4.2968 0.2412
Cl -1.5271 3.1882 0.0801
O -0.1321 3.3465 0.5731
O -1.9771 1.9660 0.8339
O -1.3686 2.6906 -1.2932
N 1.8486 3.4719 -1.8044
C 1.9258 2.2638 -2.3164
S 1.6652 0.8065 -1.2898
N 2.2520 2.0518 -3.5664
C 2.5751 3.1002 -4.5152
C 3.7050 3.8797 -4.3088
C 4.0038 4.8735 -5.2293
C 3.1886 5.0643 -6.3370
C 2.0703 4.2649 -6.5333
C 1.7522 3.2745 -5.6161
H 1.5726 3.6180 -0.8467
H 2.0292 4.2818 -2.3878
H 2.2746 1.0947 -3.8928
H 4.3609 3.6956 -3.4660
H 4.8843 5.4853 -5.0898
H 3.4317 5.8342 -7.0563
H 1.4436 4.4112 -7.4019
H 0.8798 2.6491 -5.7583

These are the Mulliken partial charges, in e, on atoms 1 to 8:
1 Tc 0.26
2 C -1.30
3 As 1.00
4 C -1.22
5 C -1.86
6 C 1.77
7 C -2.03
8 C -1.83

---

[2]
Density functional theory data (the ωB97M-V functional and the def2-TZVPD basis) for a 8-piece molecular cluster, C18H35Cl14N overall in a non-equilibrium geometry.

The value obtained for the energy above the lowest of the compared OMol25 structures with the same formula, charge and spin is 2.1379 eV. The value obtained for the LUMO energy is -0.1 eV. For the largest force on an atom, the calculation gives 0.043 hartree/bohr. Its frontier orbital gap is 10.6 eV. The SMILES is CCCC#N.ClCCCl.ClCCCl.ClCCCl.ClCCCl.ClCCCl.ClCCCl.ClCCCl. Its spin multiplicity is 1.

Positions of all 68 atoms, in Å:
C -5.5585 10.4845 -17.6129
C -6.9823 11.0945 -17.8911
C -8.0786 10.0652 -18.3196
C -7.4850 9.0930 -19.2660
N -7.0834 8.3219 -20.0238
H -5.0644 10.1215 -18.5141
H -5.6363 9.6675 -16.8956
H -4.9141 11.2515 -17.1833
H -6.7953 11.7826 -18.7155
H -7.2042 11.7097 -17.0192
H -8.9324 10.5218 -18.8202
H -8.4736 9.4558 -17.5068
Cl -12.3777 19.4226 -15.5688
C -10.7260 19.9452 -14.8875
C -9.6928 19.6666 -15.9808
Cl -9.5089 17.9286 -16.3363
H -10.4852 19.4809 -13.9312
H -10.9014 21.0112 -14.7426
H -8.7027 20.0488 -15.7325
H -9.9399 20.1564 -16.9227
Cl -10.6652 3.8290 -10.5434
C -11.3801 5.3852 -10.9027
C -12.2284 5.3089 -12.2867
Cl -11.1729 4.9228 -13.7270
H -10.5764 6.1167 -10.8188
H -12.0245 5.6363 -10.0603
H -12.7251 6.2660 -12.4460
H -13.1182 4.6914 -12.1640
Cl -14.4138 18.5255 -4.6909
C -12.7974 17.9728 -5.2451
C -11.6928 18.5875 -4.3915
Cl -11.4105 20.3058 -4.7150
H -12.7652 18.2441 -6.3003
H -12.7223 16.9056 -5.0369
H -10.7001 18.1615 -4.5369
H -11.8424 18.4717 -3.3180
Cl -3.4462 17.4620 -13.3110
C -3.2693 15.8084 -12.6837
C -4.6509 15.1409 -12.5844
Cl -4.5500 13.4339 -12.2295
H -2.8432 15.8294 -11.6807
H -2.5598 15.3568 -13.3771
H -5.1742 15.1469 -13.5406
H -5.3008 15.5510 -11.8114
Cl -11.3479 8.5898 -6.1472
C -12.5560 9.8108 -6.6053
C -13.8788 9.5719 -5.8837
Cl -13.6984 9.2898 -4.1511
H -12.6702 9.6866 -7.6821
H -12.0792 10.7726 -6.4159
H -14.4383 8.7314 -6.2943
H -14.5057 10.4613 -5.9483
Cl -13.0322 13.9848 -10.2210
C -12.3223 14.1958 -11.8758
C -11.0068 13.4901 -12.0959
Cl -11.2675 11.8119 -12.6850
H -12.2444 15.2540 -12.1253
H -13.1465 13.9100 -12.5295
H -10.4410 13.4846 -11.1643
H -10.3852 14.0399 -12.8026
Cl -16.9237 9.3448 -17.5859
C -16.3052 10.9522 -17.9183
C -14.9342 11.0191 -17.1431
Cl -14.0312 12.4266 -17.6812
H -17.0385 11.6284 -17.4788
H -16.3617 10.9644 -19.0068
H -14.2677 10.1610 -17.2298
H -15.0708 11.1657 -16.0717

These are the Mulliken partial charges, in e, on atoms 1 to 8:
1 C -1.19
2 C -0.43
3 C -0.29
4 C 0.19
5 N -0.42
6 H 0.36
7 H 0.31
8 H 0.36

---

[3]
Density functional theory data (the ωB97M-V functional and the def2-TZVPD basis) for C18H35LuN2S as an isolated structure in a non-equilibrium geometry.

The value obtained for the energy above the lowest of the compared OMol25 structures with the same formula, charge and spin is 4.2322 eV. The value obtained for the LUMO energy (alpha / beta) is -9.4 / -9.3 eV. For the largest force on an atom, the calculation gives 0.172 hartree/bohr. Its frontier orbital gap (alpha / beta) is 4.9 / 5.0 eV. Its charge is +2. Its spin multiplicity is 1.

Positions of all 57 atoms, in Å:
C 1.6008 1.8839 -2.0510
H 2.4422 2.5103 -1.8514
H 1.7303 1.3589 -3.0446
H 1.8768 0.7388 -0.6681
C 0.3233 2.7972 -2.1355
H -0.6149 2.2684 -2.4770
H 0.0769 3.1820 -1.1303
C 0.4753 4.0367 -3.0660
H -0.4362 4.6507 -3.0727
H 1.3151 4.6528 -2.7301
H 0.6827 3.7009 -4.0853
C -0.8379 -1.6846 -1.2818
C -1.5023 -0.9290 -2.2973
C -0.5479 -0.6350 -3.3221
C 0.7053 -1.2121 -2.9388
C 0.5340 -1.8367 -1.6613
C 1.5568 -2.5954 -0.8953
C 1.9284 -1.2515 -3.7844
C -0.8344 0.0477 -4.6134
C -2.9534 -0.6035 -2.3204
C -1.4820 -2.2714 -0.0764
Lu 0.1973 0.6401 -1.2024
H 2.7951 -1.5994 -3.2117
H 1.7923 -1.9385 -4.6341
H 2.1739 -0.2681 -4.2099
H 2.5697 -2.3520 -1.2344
H 1.4959 -2.3750 0.1795
H 1.4177 -3.6817 -1.0120
H -2.3882 -1.7146 0.1965
H -1.7772 -3.3211 -0.2436
H -0.8077 -2.2527 0.7906
H -3.1604 0.2461 -2.9807
H -3.5508 -1.4564 -2.6801
H -3.3159 -0.3485 -1.3164
H -0.0835 0.8163 -4.8524
H -0.8390 -0.6700 -5.4491
H -1.8165 0.5357 -4.5920
C 2.3993 -0.1374 5.2324
C 1.3712 0.6821 4.4822
N 1.0336 0.0153 3.1841
C -0.1340 0.3873 2.5692
S -0.2161 1.4471 1.2208
N -1.3059 0.0045 3.1248
C -1.4516 -0.8097 4.3497
C -2.3214 -0.0787 5.3536
H 2.0574 -1.1679 5.3776
H 2.5650 0.3102 6.2162
H 3.3557 -0.1526 4.7004
H 0.4501 0.7981 5.0668
H 1.7690 1.6869 4.2668
H 1.8286 0.1165 2.5434
H -2.1264 0.3199 2.6435
H -1.9248 -1.7552 4.0499
H -0.4599 -1.0393 4.7345
H -3.3500 0.0055 4.9894
H -2.3383 -0.6319 6.2981
H -1.9432 0.9301 5.5520

These are the Mulliken partial charges, in e, on atoms 1 to 8:
1 C -0.14
2 H 0.68
3 H 0.10
4 H 0.22
5 C -0.35
6 H 0.34
7 H 0.41
8 C -1.36